The following is a DFT calculation (wB97M-V/def2-TZVPD) of C41H44Cl2N6O6SSr as an isolated structure.

```
101
Properties=species:S:1:pos:R:3:lowdin_charge:R:1
Sr 0.5652 0.4100 -1.2696 1.43
N -0.6093 1.4932 0.9416 -0.04
C -1.7318 2.4565 0.9724 -0.24
C -1.9913 3.1462 -0.3721 -0.20
C -3.1815 2.5756 -1.1436 -0.19
C -3.0952 1.0917 -1.4685 -0.25
N -1.9048 0.8177 -2.2801 -0.05
H -0.9359 0.5791 1.2724 0.03
H 0.1022 1.7984 1.5955 0.06
H -1.5397 3.2104 1.7386 0.11
H -2.6382 1.9321 1.2877 0.12
H -1.0837 3.0960 -0.9821 0.09
H -2.1769 4.2116 -0.2119 0.11
H -3.2999 3.1331 -2.0788 0.10
H -4.0926 2.7475 -0.5623 0.12
H -4.0191 0.7949 -1.9778 0.11
H -3.0246 0.4928 -0.5556 0.10
H -1.8674 1.4555 -3.0714 0.06
H -1.9574 -0.1164 -2.6752 0.08
O 4.0784 -1.6692 -0.3265 -0.05
C 3.0870 -2.6662 -0.5109 -0.19
C 2.6205 -2.7563 -1.9438 -0.25
C 2.8624 -3.8941 -2.6983 -0.01
C 2.4356 -3.9393 -4.0154 -0.05
C 1.7887 -2.8351 -4.5380 -0.04
C 1.5830 -1.7381 -3.7169 -0.11
N 1.9752 -1.6934 -2.4393 0.06
H 3.6121 -0.8231 -0.2928 0.04
H 2.2150 -2.4878 0.1273 0.10
H 3.5332 -3.6127 -0.2096 0.12
H 3.3878 -4.7271 -2.2506 0.11
H 2.6136 -4.8173 -4.6225 0.11
H 1.4455 -2.8031 -5.5621 0.11
H 1.0912 -0.8516 -4.0983 0.08
C 4.5015 3.3196 -1.8162 -0.03
C 5.1555 3.4200 -0.6020 -0.05
C 4.6367 2.7556 0.4985 -0.01
C 3.4732 2.0111 0.3482 -0.23
N 2.8426 1.9136 -0.8261 0.05
C 3.3482 2.5523 -1.8864 -0.09
C 2.8866 1.2503 1.4887 -0.23
C 3.0940 1.6473 2.8045 -0.01
C 2.5838 0.8721 3.8328 -0.03
C 1.8799 -0.2763 3.5204 -0.03
C 1.6894 -0.5799 2.1820 -0.11
N 2.1695 0.1598 1.1828 0.07
H 4.8688 3.8100 -2.7063 0.12
H 6.0662 3.9967 -0.5078 0.11
H 5.1490 2.7898 1.4491 0.11
H 2.8167 2.4521 -2.8271 0.08
H 3.6364 2.5561 3.0221 0.11
H 2.7341 1.1624 4.8645 0.12
H 1.4752 -0.9223 4.2863 0.09
H 1.1148 -1.4540 1.9041 0.09
C -4.0371 5.6465 -4.1732 -0.05
C -2.8349 4.7602 -4.3467 -0.29
C -2.8769 3.6517 -5.1855 -0.04
C -1.7625 2.8399 -5.3576 -0.06
C -0.5897 3.1319 -4.6809 -0.28
C -0.5258 4.2398 -3.8465 -0.06
C -1.6419 5.0428 -3.6827 -0.05
S 0.8077 2.0375 -4.7970 0.46
O 1.9869 2.8764 -4.8260 -0.32
O 0.5788 1.1780 -5.9327 -0.31
O 0.7219 1.2789 -3.5206 -0.55
H -4.9555 5.1222 -4.4347 0.08
H -3.9650 6.5287 -4.8128 0.08
H -4.1244 5.9958 -3.1437 0.08
H -3.7933 3.4171 -5.7144 0.11
H -1.7964 1.9816 -6.0156 0.11
H 0.3996 4.4726 -3.3343 0.12
H -1.5863 5.9041 -3.0264 0.12
Cl 0.6416 -5.0797 4.8860 0.74
C 0.1882 -3.6002 5.6642 -0.59
C 0.5461 -3.4109 6.9871 -0.11
C 0.2669 -2.2061 7.6130 -0.09
C -0.3653 -1.1959 6.9082 -0.11
C -0.7398 -1.4112 5.5928 -0.60
Cl -1.5268 -0.1253 4.7273 0.73
C -0.4927 -2.6189 4.9279 -0.34
N -0.8216 -2.8032 3.5920 0.07
C -1.7030 -3.8304 3.1664 -0.22
C -2.5172 -4.5203 4.0549 -0.04
C -3.3897 -5.4959 3.5968 -0.09
C -3.4657 -5.7754 2.2429 -0.09
C -2.6503 -5.0820 1.3588 -0.04
C -1.7562 -4.1147 1.7974 -0.16
C -0.8303 -3.4452 0.8184 -0.05
C -1.0877 -1.9635 0.5263 -0.65
O -1.5482 -1.2437 1.4402 -0.05
O -0.7428 -1.5407 -0.6138 -0.19
H 1.0601 -4.2058 7.5087 0.10
H 0.5508 -2.0532 8.6450 0.11
H -0.5883 -0.2438 7.3689 0.10
H -1.0353 -1.9519 3.0661 0.06
H -2.4708 -4.2856 5.1114 0.11
H -4.0157 -6.0282 4.3012 0.10
H -4.1483 -6.5301 1.8754 0.10
H -2.6943 -5.3069 0.2994 0.11
H -0.8269 -3.9813 -0.1299 0.12
H 0.1885 -3.5035 1.2250 0.12
```

Computed properties:
* electronic energy: -101180.01821 eV
* gap between HOMO and LUMO: 7.5 eV
* charge: 0
* energy relative to the best compared isomer or geometry (same formula, charge and spin): 9.8 kcal per mole



The following is a DFT calculation (wB97M-V/def2-TZVPD) of a 5-piece molecular cluster, C41H44INO3P overall.

```
91
Properties=species:S:1:pos:R:3:lowdin_charge:R:1
C -4.4521 0.3405 -1.3414 -0.07
C -3.6929 0.5860 -2.6110 -0.25
C -3.6544 -0.4014 -3.5890 -0.03
C -2.9875 -0.2110 -4.7849 -0.06
C -2.3260 0.9795 -5.0376 -0.05
C -2.3492 1.9718 -4.0768 -0.02
C -3.0336 1.7865 -2.8783 -0.18
C -3.0534 2.9051 -1.9010 -0.06
O -2.1338 2.6358 -0.7935 0.00
C -0.8605 2.8682 -1.0070 -0.46
O -0.3512 3.4207 -1.9445 0.17
C -0.0113 2.2305 0.0479 -0.04
C 1.2068 2.8444 0.2871 0.11
C 2.0897 2.3170 1.2090 -0.16
C 3.3916 2.9305 1.5666 -0.20
C 4.5987 1.9816 1.4425 -0.78
C 5.2759 2.0864 0.0930 -0.15
I 5.9738 2.4446 3.0228 0.91
N 1.7129 1.1861 1.8430 0.18
C 0.5397 0.5597 1.6291 0.00
C -0.3654 1.0746 0.7374 -0.19
P -1.9651 0.2182 0.6180 0.77
O -2.9986 0.8333 1.4708 -0.37
H -5.5139 0.4991 -1.5075 0.10
H -4.3281 -0.6894 -1.0263 0.08
H -4.1504 0.9779 -0.5182 0.03
H -4.1654 -1.3337 -3.4050 0.12
H -2.9990 -0.9903 -5.5285 0.10
H -1.8103 1.1277 -5.9711 0.10
H -1.8391 2.9030 -4.2643 0.12
H -2.7701 3.8408 -2.3614 0.13
H -4.0200 3.0276 -1.4350 0.14
H 1.4767 3.7352 -0.2501 0.15
H 3.5507 3.7891 0.9275 0.13
H 3.3026 3.3076 2.5803 0.06
H 4.3213 0.9517 1.6267 0.06
H 6.2604 1.6412 0.1003 0.07
H 4.6771 1.5872 -0.6664 0.09
H 5.3685 3.1265 -0.1985 0.08
H 2.3469 0.7905 2.5264 0.18
H 0.3584 -0.3304 2.2097 0.11
H -2.2550 0.1253 -0.7480 0.03
H -1.6231 -1.0762 1.0440 0.03
C 3.7519 6.9445 4.0334 -0.08
C 3.3094 5.6297 4.0512 -0.11
C 1.9625 5.3493 3.8562 -0.12
C 1.0589 6.3798 3.6366 -0.09
C 1.5045 7.6938 3.6144 -0.09
C 2.8487 7.9754 3.8150 -0.08
H 4.7992 7.1655 4.1901 0.11
H 4.0144 4.8253 4.2231 0.06
H 1.6074 4.3245 3.8937 0.09
H 0.0084 6.1619 3.4943 0.10
H 0.8024 8.4994 3.4477 0.11
H 3.1926 9.0009 3.8045 0.11
C -2.7594 0.7806 -10.3582 -0.09
C -1.4529 0.9889 -9.9388 -0.09
C -0.9116 0.1963 -8.9364 -0.10
C -1.6771 -0.8065 -8.3572 -0.12
C -2.9836 -1.0153 -8.7768 -0.10
C -3.5251 -0.2203 -9.7770 -0.09
H -3.1807 1.3975 -11.1407 0.10
H -0.8557 1.7667 -10.3959 0.10
H 0.1074 0.3583 -8.6088 0.10
H -1.2520 -1.4276 -7.5781 0.10
H -3.5796 -1.7996 -8.3279 0.10
H -4.5431 -0.3824 -10.1056 0.10
C -0.6312 -2.9113 5.4593 -0.08
C 0.5020 -3.6272 5.8199 -0.08
C 1.4523 -3.9571 4.8634 -0.10
C 1.2740 -3.5685 3.5433 -0.10
C 0.1394 -2.8531 3.1841 -0.13
C -0.8151 -2.5248 4.1393 -0.10
H -1.3736 -2.6599 6.2047 0.11
H 0.6417 -3.9351 6.8473 0.11
H 2.3274 -4.5277 5.1451 0.11
H 2.0104 -3.8344 2.7956 0.10
H -0.0024 -2.5622 2.1481 0.08
H -1.7046 -1.9737 3.8573 0.10
C 0.7432 -10.1590 3.6062 -0.09
C 1.8548 -9.3324 3.5253 -0.10
C 1.7097 -7.9603 3.6753 -0.10
C 0.4551 -7.4153 3.9096 -0.10
C -0.6564 -8.2427 3.9914 -0.09
C -0.5122 -9.6144 3.8383 -0.09
H 0.8553 -11.2287 3.4893 0.10
H 2.8335 -9.7579 3.3467 0.10
H 2.5776 -7.3155 3.6097 0.09
H 0.3431 -6.3456 4.0274 0.08
H -1.6347 -7.8185 4.1767 0.10
H -1.3782 -10.2600 3.9010 0.10
```

Computed properties:
* electronic energy: -68247.07355 eV
* gap between HOMO and LUMO: 6.0 eV
* charge: +1



The following is a DFT calculation (wB97M-V/def2-TZVPD) of C41H44N3O2PRuS3 as an isolated structure at a distorted geometry.

```
95
Properties=species:S:1:pos:R:3:mulliken_spin:R:1
Ru 0.2414 0.5314 0.0492 2.62
O -0.8904 1.4323 2.5240 -0.02
C -0.9062 1.7125 1.3622 -0.13
C -1.6794 2.9307 0.9333 0.06
C -2.2766 3.7396 1.8938 0.01
C -2.9833 4.8620 1.4921 0.00
C -3.0862 5.1755 0.1391 0.00
C -2.4832 4.3690 -0.8167 -0.01
C -1.7711 3.2477 -0.4075 0.00
P -0.9273 2.0885 -1.4993 -0.01
C 0.7902 2.6524 -1.6661 0.22
C 1.5133 2.0114 -2.6548 0.24
C 2.9769 1.7633 -2.4673 0.08
C 3.6230 2.7751 -1.5453 0.30
C 2.8769 3.5351 -0.7244 -0.05
C 1.4475 3.4282 -0.6992 0.32
C -1.7136 2.3546 -3.1136 0.00
C -2.9639 1.7720 -3.3235 0.01
C -3.6714 2.0348 -4.4854 0.00
C -3.1291 2.8772 -5.4493 0.00
C -1.8865 3.4608 -5.2443 0.01
C -1.1746 3.2025 -4.0782 0.00
H -2.1844 3.4719 2.9396 0.00
H -3.4640 5.4925 2.2320 0.00
H -3.6414 6.0534 -0.1725 0.00
H -2.5699 4.6140 -1.8694 0.00
H 1.0092 1.4907 -3.4597 0.05
H 3.5165 1.6939 -3.4095 0.02
H 4.7047 2.8527 -1.5437 0.00
H 3.3649 4.2248 -0.0454 0.01
H 0.8726 3.9607 0.0469 0.01
H -3.3950 1.1206 -2.5682 0.00
H -4.6427 1.5825 -4.6404 0.00
H -3.6789 3.0814 -6.3599 0.00
H -1.4678 4.1248 -5.9914 0.00
H -0.2148 3.6777 -3.9193 -0.01
C -2.7308 -0.7131 1.2767 0.03
N -1.3764 -1.2511 1.0653 0.06
C -0.8375 -1.6878 2.3688 -0.01
C -1.4683 -2.4389 0.1978 -0.04
C -1.6272 -2.1422 -1.2715 0.02
N -0.3819 -1.6623 -1.8712 0.02
C 0.6289 -2.7328 -1.8309 0.00
C -0.6391 -1.3406 -3.2757 0.02
H -3.4079 -1.5056 1.6109 0.01
H -3.1296 -0.2809 0.3567 -0.02
H -2.7064 0.0582 2.0379 0.00
H -1.4723 -2.4763 2.7940 0.00
H -0.8032 -0.8496 3.0505 0.00
H 0.1704 -2.0729 2.2487 0.01
H -2.3155 -3.0508 0.5244 0.01
H -0.5748 -3.0391 0.3548 0.00
H -2.4043 -1.3921 -1.4312 -0.01
H -1.9525 -3.0587 -1.7857 0.01
H 0.2007 -3.6801 -2.1859 0.00
H 1.0315 -2.8679 -0.8308 0.00
H 1.4575 -2.4678 -2.4812 -0.01
H -0.9148 -2.2386 -3.8457 0.00
H 0.2564 -0.9151 -3.7288 0.00
H -1.4537 -0.6252 -3.3593 0.00
O 1.5087 0.4747 1.5609 0.32
C 2.7264 0.1964 2.2313 -0.07
C 2.4458 -0.2155 3.6954 0.02
C 3.0707 -1.1808 4.4281 0.00
C 2.7031 -1.1671 5.8108 0.00
C 1.8156 -0.1805 6.0932 0.00
S 1.4337 0.7415 4.7042 0.00
C 3.5039 1.5269 2.2924 0.02
C 2.9372 2.7435 2.0784 0.01
C 3.7880 3.8427 2.4230 0.00
C 4.9888 3.4316 2.9017 0.00
S 5.0855 1.7227 2.9442 0.00
C 3.5244 -0.9464 1.5946 0.03
C 4.8154 -1.0093 1.1615 -0.01
C 5.2305 -2.3285 0.7891 0.00
C 4.2300 -3.2379 0.9019 0.00
S 2.7981 -2.5086 1.4873 0.00
H 3.7926 -1.8747 4.0114 0.00
H 3.0844 -1.8645 6.5473 0.00
H 1.3572 0.0536 7.0451 0.00
H 1.9146 2.8433 1.7371 -0.02
H 3.5064 4.8871 2.3314 0.00
H 5.8273 4.0316 3.2340 0.00
H 5.4797 -0.1561 1.1397 0.00
H 6.2313 -2.5744 0.4528 0.00
H 4.2560 -4.2988 0.6910 0.00
C 4.1875 -1.0282 -3.6015 0.00
C 4.2410 -0.5105 -2.1556 0.10
C 3.0410 0.3583 -1.8311 -0.08
N 2.1005 -0.0390 -1.0950 0.89
H 5.1154 -1.5490 -3.8367 0.00
H 4.0647 -0.2315 -4.3390 0.00
H 3.3683 -1.7379 -3.7337 0.00
H 5.1394 0.0888 -1.9915 0.00
H 4.2679 -1.3452 -1.4640 -0.03
```

Computed properties:
* electronic energy: -96162.08597 eV
* 2S+1: 6
* gap between HOMO and LUMO (spin up / spin down): 7.4 / 6.3 eV
* expectation value of S²: 8.86
* charge: +1
* energy relative to the best compared isomer or geometry (same formula, charge and spin): 46.8 kcal per mole



> Among the records above, which one has the lowest electronic energy?

C41H44Cl2N6O6SSr



> What is the charge in the second record?

+1



> charge of number 1 (C41H44Cl2N6O6SSr)?

0